Record 1
Entry from OMol25: a cluster of 11 separate species, C23H46Cl10O18 in total in a non-equilibrium geometry (ωB97M-V/def2-TZVPD).

Each line ends with the Löwdin charge.
CARTESIAN COORDINATES (ANGSTROEM)
C 4.04574 -6.98984 2.23336  -0.029
O 2.97141 -6.06693 1.93727  -0.031
C 2.79645 -5.55606 0.70853  -0.561
O 3.29480 -6.05802 -0.32724  0.078
O 2.00572 -4.48744 0.78756  -0.014
C 1.51416 -3.83967 -0.37860  -0.061
H 3.96601 -7.85612 1.57662  0.093
H 3.97588 -7.35830 3.25681  0.087
H 5.03777 -6.53928 2.20209  0.092
H 0.69248 -4.43285 -0.77993  0.054
H 2.27213 -3.76023 -1.15787  0.099
H 1.22507 -2.80219 -0.21076  0.032
C -1.59611 3.37248 -1.60360  -0.032
O -0.98207 2.64359 -2.67418  0.006
C -1.73346 1.97135 -3.50164  -0.609
O -2.96367 1.78990 -3.46391  0.092
O -0.93428 1.28902 -4.28684  -0.013
C -1.31804 0.12175 -4.98093  -0.059
H -0.87058 3.95311 -1.03389  0.074
H -2.04005 2.74946 -0.82715  0.059
H -2.38623 4.06018 -1.90509  0.106
H -2.07931 0.31675 -5.73626  0.101
H -1.67387 -0.65657 -4.30587  0.072
H -0.41566 -0.27269 -5.44808  0.078
C 1.97805 7.63903 0.37637  -0.035
O 2.79542 6.49867 0.61682  0.011
C 2.24527 5.48825 1.27036  -0.557
O 1.05438 5.38499 1.59559  0.073
O 3.17446 4.51144 1.44289  -0.014
C 2.95979 3.44087 2.34120  -0.065
H 2.44419 8.40390 -0.24475  0.092
H 1.96974 8.22492 1.29550  0.098
H 1.02809 7.33453 -0.06288  0.098
H 2.42649 2.66716 1.78887  0.051
H 2.36633 3.65178 3.23082  0.093
H 3.93907 3.09199 2.66892  0.082
C 1.97272 2.89971 -1.57036  -0.048
O 2.58461 3.80506 -2.46072  0.028
C 1.91524 4.86622 -2.84514  -0.525
O 0.90686 5.36981 -2.35138  0.099
O 2.58631 5.35609 -3.96280  -0.011
C 2.13794 6.54280 -4.60411  -0.075
H 2.74969 2.40909 -0.98408  0.077
H 1.44253 2.18800 -2.20319  0.093
H 1.28053 3.40197 -0.89457  0.081
H 2.70665 6.77036 -5.50570  0.090
H 2.10966 7.49699 -4.07796  0.087
H 1.10499 6.46440 -4.94319  0.089
C -4.34795 1.47527 1.20170  -0.023
O -4.83339 0.57799 0.16114  -0.019
C -4.04011 -0.42370 -0.23620  -0.445
O -2.81819 -0.60029 0.08398  0.029
O -4.71597 -1.27910 -1.10376  -0.015
C -6.10648 -1.16963 -1.41223  -0.046
H -3.41154 1.98174 0.96780  0.017
H -4.14083 0.94260 2.12986  0.094
H -5.11538 2.24222 1.30641  0.100
H -6.64319 -0.37689 -0.89106  0.091
H -6.56630 -2.11784 -1.13373  0.092
H -6.29914 -1.07387 -2.48079  0.094
C -0.65750 -7.15758 2.68619  -0.044
O -0.64067 -6.28341 1.57197  -0.001
C -1.69063 -5.46408 1.39673  -0.554
O -2.74404 -5.51191 2.02234  0.106
O -1.38620 -4.58042 0.41931  -0.046
C -2.31852 -3.52614 0.25768  -0.061
H 0.35405 -7.51783 2.87349  0.090
H -1.18084 -8.09119 2.47986  0.092
H -1.17775 -6.72904 3.54282  0.098
H -2.48546 -2.94199 1.16267  0.087
H -3.15428 -4.01321 -0.24469  0.108
H -1.98928 -2.79971 -0.48529  0.056
Cl -0.14802 -3.33458 -5.29998  0.517
C -0.20967 -3.54824 -3.52564  -1.005
Cl -0.59195 -5.27443 -3.13328  0.510
H 0.82038 -3.38748 -3.20744  0.002
H -0.94904 -2.91697 -3.03276  -0.020
Cl -1.09335 2.32678 2.08265  0.571
C -1.40755 3.44232 3.42924  -0.924
Cl -2.05076 2.44801 4.77623  0.519
H -0.44591 3.90262 3.65612  0.022
H -2.11617 4.20757 3.11246  0.042
Cl 0.05442 -0.93990 -1.64485  0.638
C 0.07675 -0.10539 -0.09849  -1.003
Cl 1.74260 0.07826 0.43649  0.577
H -0.39571 0.86634 -0.24211  -0.005
H -0.45846 -0.81881 0.52816  -0.022
Cl -0.13728 -1.97845 3.16959  0.570
C -0.25929 -0.75345 4.43270  -1.004
Cl 1.26027 0.11469 4.43755  0.532
H -1.03246 -0.00164 4.27431  -0.036
H -0.45735 -1.31193 5.34756  0.036
Cl 4.19189 0.04026 2.62856  0.497
C 3.69351 -1.62812 2.90057  -1.080
Cl 4.89872 -2.76330 2.32512  0.546
H 3.67634 -1.82270 3.97293  0.017
H 2.76439 -1.90286 2.40122  -0.026

Computed properties:
Net charge ... 0
Electronic energy ... -6860.16200 a.u.
LUMO energy ... 0.00906 Eh
Relative energy (zero: lowest compared OMol25 entry of this formula, charge and spin) ... 1.665 eV
SMILES ... COC(=O)OC.COC(=O)OC.COC(=O)OC.COC(=O)OC.COC(=O)OC.COC(=O)OC.ClCCl.ClCCl.ClCCl.ClCCl.ClCCl
Orbital gap ... 10.520 eV

***

Record 2
Entry from OMol25: a structure of composition C23H46CsNO2 in a non-equilibrium geometry (ωB97M-V/def2-TZVPD).

Each line ends with the Löwdin charge.
CARTESIAN COORDINATES (ANGSTROEM)
C 3.49227 0.40516 2.98784  -0.102
C 4.98060 0.29359 2.63059  -0.242
C 5.32037 -0.77580 1.57952  -0.221
C 5.22953 -0.30796 0.11991  -0.203
C 3.87193 0.24954 -0.31681  -0.199
C 2.71249 -0.74988 -0.21783  -0.202
C 2.41207 -1.45756 -1.53858  -0.171
C 1.23187 -2.43175 -1.42842  -0.537
C 0.47789 -2.60796 -2.75160  -0.260
C -0.64791 -1.58566 -2.94115  -0.174
C -1.85876 -1.91761 -2.04038  -0.176
C -2.70474 -0.72498 -1.58526  -0.120
C -2.32073 -0.09416 -0.22756  -0.360
C -2.37265 -1.16765 0.86989  -0.205
O -3.55117 -1.92495 0.77511  -0.172
C -3.76265 -2.73756 1.91256  -0.081
C -3.39077 0.99454 0.08358  -0.044
C -2.97630 2.34778 0.73808  -0.458
C -3.41085 2.37106 2.20152  -0.034
C -3.64747 3.51964 0.01699  -0.023
N -1.49472 2.54824 0.68003  -0.126
O -0.85793 2.62316 1.78248  -0.010
C -0.73214 1.94052 -0.44194  -0.461
C -1.28290 2.37304 -1.80075  -0.008
C 0.72477 2.36994 -0.33511  -0.020
C -0.87455 0.43786 -0.18331  -0.071
H 2.99833 -0.57196 2.94808  0.067
H 2.93819 1.07698 2.32793  0.054
H 3.36285 0.78871 4.00287  0.074
H 5.35251 1.26336 2.27635  0.112
H 5.54222 0.07876 3.54367  0.103
H 4.67962 -1.65297 1.74469  0.094
H 6.34303 -1.13050 1.74336  0.109
H 5.97825 0.47764 -0.03349  0.116
H 5.52538 -1.13369 -0.54057  0.110
H 3.95727 0.58630 -1.35784  0.116
H 3.64250 1.14575 0.26222  0.094
H 1.80244 -0.24230 0.12366  0.083
H 2.93903 -1.50310 0.54960  0.105
H 2.21458 -0.71294 -2.31845  0.122
H 3.29239 -2.01857 -1.87631  0.130
H 0.55334 -2.08513 -0.63834  0.036
H 1.52810 -3.41048 -1.09513  -0.244
H -0.01623 -3.58939 -2.79074  0.045
H 1.20863 -2.60461 -3.56433  0.130
H -0.27095 -0.57442 -2.75740  0.100
H -0.97874 -1.59737 -3.98292  0.126
H -2.50281 -2.60648 -2.59793  0.126
H -1.53994 -2.49280 -1.15668  0.047
H -2.67969 0.04267 -2.36601  0.120
H -3.74736 -1.04125 -1.49542  0.126
H -2.29667 -0.66853 1.84897  0.141
H -1.48973 -1.83758 0.80103  0.109
H -2.84131 -3.26439 2.20375  0.086
H -4.10565 -2.14343 2.76857  0.100
H -4.52964 -3.46815 1.65567  0.095
H -3.94166 1.21221 -0.83733  0.118
H -4.12816 0.53361 0.74872  0.127
H -3.09565 3.28968 2.69493  0.090
H -4.50133 2.30346 2.23743  0.095
H -2.98349 1.53535 2.76056  0.083
H -3.37296 4.45926 0.50268  0.098
H -3.37570 3.58734 -1.03793  0.067
H -4.73494 3.41261 0.07923  0.096
H -0.72822 1.85565 -2.59038  0.091
H -1.14540 3.44792 -1.94429  0.103
H -2.33969 2.14287 -1.93786  0.062
H 1.22875 1.90047 0.51032  0.065
H 0.79056 3.45095 -0.19610  0.103
H 1.24689 2.10644 -1.26038  0.093
H -0.23456 -0.12671 -0.86963  0.094
H -0.46014 0.29259 0.82441  0.132
Cs 0.34818 -4.50444 -0.48262  1.534

Computed properties:
Expectation value of S² ... 0.754
Net charge ... +1
2S+1 ... 2
Electronic energy ... -1128.95001 a.u.
LUMO energy (alpha / beta) ... -0.12119 / -0.12119 Eh
Orbital gap (alpha / beta) ... 6.679 / 8.137 eV

***

Record 3
Entry from OMol25: a structure of composition C23H46N2O6ReSi4 (ωB97M-V/def2-TZVPD).

Each line ends with the Löwdin charge.
CARTESIAN COORDINATES (ANGSTROEM)
Re 0.13814 0.10348 0.05480  1.584
O 0.99509 2.54358 -2.46041  -0.064
C 2.40977 2.48119 -2.48371  -0.217
C 2.90723 1.08497 -2.14563  -0.154
N 2.54223 0.60843 -0.80076  -0.187
C 3.20733 -0.66906 -0.54938  -0.097
C 2.68569 -1.36098 0.71054  -0.605
O 3.35473 -2.20333 1.26702  0.087
O 1.50408 -0.98959 1.10659  -0.216
C 2.94080 1.58217 0.22570  -0.076
C 1.78849 2.51916 0.54911  -0.582
O 1.89520 3.71438 0.68275  0.106
O 0.64058 1.88438 0.67189  -0.234
H 0.71499 3.23358 -1.84892  0.096
H 2.83865 3.21937 -1.80480  0.116
H 2.76667 2.72408 -3.49074  0.126
H 4.00509 1.10437 -2.24361  0.136
H 2.53642 0.35855 -2.86960  0.098
H 4.29324 -0.54803 -0.45360  0.143
H 3.02814 -1.33064 -1.39693  0.106
H 3.82769 2.15502 -0.06127  0.143
H 3.16814 1.05296 1.15343  0.133
C -0.94336 -3.38643 1.10913  -0.154
Si -2.07287 -1.90726 1.37014  0.427
C -3.22177 -1.77550 -0.12067  -0.167
C -3.17433 -2.42362 2.81328  -0.169
C -1.16049 -0.25358 1.69168  -0.568
Si -0.25698 -0.38040 3.38636  0.439
C 0.54010 -2.02006 3.83837  -0.172
C 1.06284 0.94048 3.63108  -0.157
C -1.52015 -0.07964 4.76819  -0.174
Si -2.37378 1.17506 1.69123  0.482
C -4.10496 0.93199 2.39315  -0.169
C -1.77686 2.80887 2.40253  -0.153
C -2.56961 1.48278 -0.17490  -0.263
C -3.69350 2.03024 -0.78181  -0.052
C -3.75170 2.16927 -2.15571  -0.049
C -2.65835 1.77288 -2.90781  -0.035
C -1.55782 1.25738 -2.25291  -0.126
N -1.51169 1.10084 -0.92627  -0.080
H -1.58163 -4.26447 0.97882  0.043
H -0.30286 -3.56749 1.96858  0.018
H -0.30247 -3.29844 0.23853  -0.003
H -3.66630 -2.75634 -0.30331  0.043
H -2.69597 -1.47323 -1.02267  -0.003
H -4.04037 -1.07536 0.04023  0.022
H -3.74679 -3.29361 2.48556  0.038
H -3.88544 -1.66303 3.12244  0.013
H -2.60072 -2.72688 3.68647  0.023
H 1.26565 -2.35792 3.10403  0.017
H -0.18737 -2.80883 4.02352  0.023
H 1.07266 -1.85419 4.77841  0.041
H 2.01196 0.62771 3.19869  0.025
H 1.21544 1.05154 4.70700  0.040
H 0.79686 1.91686 3.23333  0.018
H -2.36658 -0.76395 4.74139  0.012
H -1.90661 0.93732 4.78849  0.015
H -1.00472 -0.23928 5.71745  0.037
H -4.05862 0.70213 3.45667  0.028
H -4.67011 0.14275 1.90361  0.022
H -4.67013 1.86070 2.29514  0.033
H -1.66108 2.77855 3.48381  0.028
H -2.54020 3.55850 2.17953  0.039
H -0.83840 3.13591 1.96452  0.017
H -4.53033 2.32838 -0.16597  0.105
H -4.63099 2.58008 -2.63377  0.111
H -2.64256 1.87145 -3.98312  0.111
H -0.66620 0.97525 -2.78660  0.081
C 1.49837 -3.42943 -2.20686  -0.151
Si 0.08279 -2.24386 -2.52839  0.353
C 0.42682 -1.24117 -4.07282  -0.150
C -1.49154 -3.21562 -2.76865  -0.159
O -0.13657 -1.23914 -1.21281  -0.469
H 1.29944 -4.37800 -2.70740  0.038
H 1.62453 -3.64445 -1.14518  0.035
H 2.44807 -3.06042 -2.59600  0.027
H 0.81034 -1.91032 -4.84567  0.042
H 1.16810 -0.45774 -3.92136  0.006
H -0.47736 -0.77494 -4.46344  0.031
H -1.39263 -3.85225 -3.65016  0.039
H -2.35197 -2.56634 -2.92101  0.029
H -1.70247 -3.85801 -1.91493  0.032

Computed properties:
Expectation value of S² ... 0.869
Net charge ... 0
2S+1 ... 2
Electronic energy ... -2701.46774 a.u.
LUMO energy (alpha / beta) ... -0.01110 / -0.00624 Eh
Relative energy (zero: lowest compared OMol25 entry of this formula, charge and spin) ... 0.069 eV
Orbital gap (alpha / beta) ... 7.366 / 7.299 eV

***

Record 4
Entry from OMol25: a cluster of 5 separate species, C23H46O12S in total in a non-equilibrium geometry (ωB97M-V/def2-TZVPD).

Each line ends with the Löwdin charge.
CARTESIAN COORDINATES (ANGSTROEM)
O -1.87013 1.66362 0.78119  -0.327
S -0.50224 1.32198 0.31488  0.730
O 0.48378 1.54512 1.41021  -0.329
C -0.36382 -0.42429 -0.17106  -0.189
C -0.73845 -0.61637 -1.67657  -0.187
C -0.28178 0.53285 -2.62554  -0.138
C -0.64998 1.96498 -2.16227  -0.319
C -0.06802 2.95644 -3.23774  -0.145
C 1.32167 3.53303 -2.84318  -0.157
C 2.46899 2.49502 -2.81418  -0.263
O 2.66249 1.96315 -1.50493  -0.069
O -0.07802 2.34579 -0.89440  -0.214
H -1.10632 -0.98084 0.41623  0.108
H 0.67699 -0.73936 0.02532  0.087
H -0.19320 -1.52087 -2.00849  0.113
H -1.80327 -0.86881 -1.80828  0.113
H -0.82745 0.38059 -3.57535  0.124
H 0.78524 0.42986 -2.86569  0.107
H -1.73820 2.13645 -2.13731  0.147
H -0.75519 3.79345 -3.38928  0.102
H 0.05864 2.37428 -4.15712  0.102
H 1.60605 4.26865 -3.61894  0.113
H 1.29521 4.09137 -1.89354  0.121
H 3.39856 3.03844 -3.08455  0.111
H 2.35949 1.70188 -3.57946  0.110
H 3.44046 1.41187 -1.52012  0.080
C -1.66291 -4.05341 3.40570  -0.061
C -0.72856 -4.53473 2.31463  -0.225
O -0.06634 -3.43766 1.67336  -0.001
C 1.05743 -2.87924 2.14069  -0.524
C 1.51599 -3.20084 3.53437  0.025
O 1.64175 -2.07451 1.46302  0.084
H -1.12315 -3.53568 4.19918  0.070
H -2.20143 -4.89347 3.84585  0.082
H -2.38742 -3.34578 2.99951  0.083
H -0.00527 -5.26793 2.67374  0.115
H -1.30596 -5.02771 1.53328  0.123
H 1.13529 -2.44138 4.21812  0.104
H 2.60425 -3.18223 3.54975  0.092
H 1.21678 -4.18696 3.88102  0.074
C 4.27245 -4.46490 -1.21113  -0.061
C 4.25398 -4.50187 0.30257  -0.228
O 3.25708 -5.40756 0.79029  -0.005
C 3.44699 -6.72531 0.94602  -0.539
C 4.65711 -7.37558 0.33286  0.010
O 2.61084 -7.37373 1.51316  0.102
H 4.53045 -5.43626 -1.63540  0.067
H 4.99520 -3.72974 -1.56715  0.082
H 3.28548 -4.20134 -1.59366  0.084
H 5.23210 -4.73339 0.72801  0.115
H 3.97260 -3.52049 0.68454  0.114
H 4.39016 -7.76944 -0.64746  0.097
H 4.96668 -8.19799 0.97531  0.092
H 5.51475 -6.71385 0.23682  0.069
C 0.57345 3.56466 4.76411  -0.061
C -0.38093 2.38999 4.73799  -0.222
O 0.03598 1.36025 5.64885  0.004
C -0.27335 1.35028 6.95003  -0.545
C -0.84668 2.59048 7.58077  0.006
O -0.02521 0.37543 7.60790  0.094
H 0.60408 4.03851 5.74728  0.063
H 0.27803 4.31301 4.02830  0.084
H 1.58723 3.23144 4.53917  0.086
H -1.41454 2.68503 4.92877  0.115
H -0.36831 1.93968 3.74258  0.102
H -0.03678 3.17242 8.01968  0.095
H -1.53571 2.28790 8.36765  0.089
H -1.41153 3.21570 6.89337  0.068
C -5.78266 5.28094 -4.88914  -0.064
C -4.63895 5.24334 -5.88137  -0.232
O -3.48404 4.60733 -5.32344  0.011
C -3.29050 3.28178 -5.32895  -0.513
C -4.43374 2.36890 -5.67967  0.015
O -2.22523 2.84527 -4.98416  0.097
H -6.10898 4.27791 -4.61230  0.068
H -6.63485 5.81797 -5.30729  0.083
H -5.46982 5.77910 -3.97075  0.086
H -4.92032 4.77804 -6.82747  0.114
H -4.32982 6.26102 -6.11677  0.123
H -4.93173 2.05496 -4.76244  0.099
H -4.03032 1.49273 -6.18436  0.092
H -5.16260 2.81060 -6.35516  0.070

Computed properties:
Net charge ... 0
Electronic energy ... -2205.00249 a.u.
LUMO energy ... 0.01948 Eh
SMILES ... O=S1(=O)CCC[C@H](CCCO)O1.CCOC(C)=O.CCOC(C)=O.CCOC(C)=O.CCOC(C)=O
Orbital gap ... 10.215 eV